A structure of composition C23H16Br2ClMnN6O4S. Source: OMol25; level of theory: the ωB97M-V functional and the def2-TZVPD basis.

LUMO energy (alpha / beta) (eV): 2.32 / 2.27

ORCA input file:
```
! wB97M-V def2-TZVPD RIJCOSX def2/J DEFGRID3
* xyz -1 6
Mn -0.6255 -0.1535 0.6005
Br 0.4701 4.7414 -0.7112
C 1.6813 3.3116 -0.4233
C 3.0528 3.5788 -0.5230
C 3.9702 2.5931 -0.3114
Br 5.8197 3.0082 -0.4632
C 3.5529 1.2798 0.0161
C 4.4218 0.1950 0.2667
C 3.9083 -1.0317 0.5730
C 2.5143 -1.1901 0.6328
N 1.6803 -0.2016 0.4128
C 2.1677 1.0283 0.1072
C 1.1669 2.0579 -0.1091
O -0.0798 1.7797 -0.0068
H 3.3774 4.5802 -0.7690
H 5.4906 0.3519 0.2143
H 4.5479 -1.8799 0.7738
H 2.0819 -2.1541 0.8725
O -0.6217 -1.2766 2.3453
N 0.2859 -1.8945 3.0121
C 1.1820 -1.1459 3.6038
C 1.1906 0.2851 3.4856
N 1.1939 1.4315 3.3890
C 2.2069 -1.7947 4.3619
N 3.0395 -2.2956 4.9780
C -3.1582 3.8104 0.6397
N -3.0792 2.9220 -0.4952
C -2.8636 3.3924 -1.8598
C -2.2592 2.1579 -2.5344
N -2.6993 1.0902 -1.6425
C -2.9442 1.5945 -0.4197
S -3.0541 0.6832 1.0090
H -3.6014 4.7522 0.3157
H -2.1648 3.9980 1.0534
H -3.7822 3.3656 1.4109
H -2.1854 4.2435 -1.8719
H -3.8177 3.6858 -2.3108
H -1.1675 2.2098 -2.5441
H -2.6262 2.0090 -3.5476
H -2.2711 0.1615 -1.6921
Cl 3.0425 -6.0325 0.7772
C 2.0171 -4.8606 -0.0096
C 0.8667 -4.4275 0.6263
C 0.0740 -3.4735 0.0004
C 0.4222 -2.9712 -1.2476
C 1.5713 -3.4382 -1.8754
C 2.3814 -4.3765 -1.2574
C -0.3955 -1.8853 -1.9149
O -0.3271 -1.7350 -3.1259
O -1.1261 -1.1855 -1.1129
H 0.6079 -4.8037 1.6062
H -0.8082 -3.1007 0.5046
H 1.8213 -3.0413 -2.8505
H 3.2883 -4.7309 -1.7284
*
```

=====

A structure of composition C23H16Br2N4O3Pd in a non-equilibrium geometry. Source: OMol25; level of theory: the ωB97M-V functional and the def2-TZVPD basis.

LUMO energy (alpha / beta) (eV): -10.06 / -10.36

ORCA input file:
```
! wB97M-V def2-TZVPD RIJCOSX def2/J DEFGRID3
* xyz 2 1
Pd 0.1813 0.0662 -0.1162
O -3.7436 1.9506 -3.2812
C -3.6496 2.8599 -2.3454
C -4.5286 3.9679 -2.4063
C -4.5077 4.9400 -1.4382
C -3.6213 4.8354 -0.3575
C -2.7363 3.7703 -0.2827
C -2.7082 2.7851 -1.2678
C -1.7132 1.7305 -1.1495
O -0.8612 1.7984 -0.1727
N -1.6804 0.7215 -2.0296
N -0.7523 -0.1659 -1.7889
C -0.5254 -1.3560 -2.3886
C 0.4304 -2.1699 -1.7659
C 0.8646 -3.4332 -2.2537
C 1.8159 -4.1519 -1.5764
C 2.3565 -3.6329 -0.3881
C 1.9240 -2.3933 0.0433
N 1.0133 -1.6717 -0.6034
H -3.0940 1.2224 -3.1661
H -5.2065 4.0146 -3.2424
H -5.1728 5.7870 -1.4980
H -3.6165 5.5868 0.4166
H -2.0496 3.6853 0.5458
H -1.0613 -1.6535 -3.2794
H 0.4440 -3.8035 -3.1742
H 2.1621 -5.1062 -1.9435
H 3.0802 -4.1880 0.1868
H 2.3211 -1.9694 0.9588
C 2.6983 1.5411 1.0469
C 1.9722 0.9248 2.1919
C 2.3658 1.0559 3.5311
C 1.6164 0.4665 4.5223
C 0.4494 -0.2504 4.1900
C -0.4183 -0.8858 5.1343
Br -0.0268 -0.8447 6.9767
C -1.5660 -1.5400 4.7164
C -1.9084 -1.6117 3.3769
Br -3.4689 -2.4919 2.8154
C -1.0863 -1.0276 2.3586
O -1.3791 -1.0920 1.1427
C 0.1183 -0.3383 2.8196
N 0.8871 0.2280 1.8678
H 3.5907 2.0721 1.3659
H 2.0316 2.2552 0.5456
H 2.9874 0.7683 0.3213
H 3.2542 1.6180 3.7731
H 1.9094 0.5585 5.5559
H -2.2152 -2.0050 5.4441
*
```

=====

A cluster of 2 separate species, C23H16NO5S in total in a non-equilibrium geometry. Source: OMol25; level of theory: the ωB97M-V functional and the def2-TZVPD basis.

LUMO energy (eV): 2.01

ORCA input file:
```
! wB97M-V def2-TZVPD RIJCOSX def2/J DEFGRID3
* xyz -1 1
S 3.4292 -0.1971 2.3042
C 1.7884 -0.0757 2.5942
C 1.0329 -1.2761 2.7766
C -0.3285 -1.2187 2.9586
C -0.9793 0.0375 2.9571
N -2.3960 0.0684 2.8600
O -2.9836 1.1718 2.7997
O -3.0080 -1.0250 2.8199
C -0.2359 1.2434 2.8989
C 1.1265 1.1911 2.7017
H 1.5593 -2.2269 2.7104
H -0.9324 -2.1169 3.0680
H -0.7765 2.1850 2.9836
H 1.7202 2.0980 2.5854
C 10.1321 -0.4089 0.3438
O 9.2884 -1.3743 -0.3286
C 7.9471 -1.1815 -0.2436
C 7.3792 -0.0712 0.4243
C 6.0134 0.1291 0.3564
C 5.1647 -0.8232 -0.2281
C 3.7139 -0.6655 -0.2076
C 3.0698 0.4065 -0.7602
C 1.5920 0.5499 -0.7492
O 0.7523 -0.2628 -0.3744
C 1.3248 1.9332 -1.2419
C 2.5318 2.5804 -1.5278
C 2.5636 3.9028 -1.9524
C 1.3494 4.5651 -2.1445
C 0.1264 3.9097 -1.8794
C 0.1108 2.5951 -1.3991
C 3.6848 1.6665 -1.2744
O 4.8628 1.9706 -1.4492
C 5.7379 -1.9726 -0.8148
C 7.1046 -2.1411 -0.8571
H 11.1416 -0.7711 0.1549
H 10.0000 0.5971 -0.0835
H 9.9294 -0.3862 1.4262
H 8.0115 0.6405 0.9601
H 5.6080 1.0427 0.7884
H 3.1189 -1.5610 -0.0187
H 3.5273 4.3749 -2.1275
H 1.3446 5.5918 -2.5087
H -0.8130 4.4345 -2.0545
H -0.8088 2.0681 -1.1532
H 5.0712 -2.7104 -1.2639
H 7.5645 -2.9872 -1.3592
*
```

=====

no.,energy (eV)
1,-236009.407
2,-179761.229
3,-46671.978